Formula: C6H10
Source: the Open Molecules 2025 dataset
Level of theory: ωB97M-V/def2-TZVPD

Last column: Mulliken charge in e.
Geometry (Å):
C -0.324 -2.220 0.626  -0.7500
C 0.417 -1.129 0.731  -0.0262
C -0.049 0.136 1.339  -0.6195
C 0.209 1.287 0.325  -0.6252
C -0.436 0.930 -0.962  -0.0210
C 0.176 0.923 -2.137  -0.7500
H -1.401 -2.202 0.773  0.2371
H 0.139 -3.169 0.405  0.2640
H 1.482 -1.173 0.514  0.2751
H -1.117 0.060 1.574  0.3148
H 0.480 0.242 2.295  0.3058
H -0.194 2.263 0.622  0.3069
H 1.284 1.430 0.163  0.3165
H -1.518 0.817 -0.920  0.2721
H -0.399 0.880 -3.052  0.2625
H 1.258 0.986 -2.225  0.2370

The relative energy (zero: lowest compared OMol25 entry of this formula, charge and spin) is 28.9 kcal/mol. The HOMO energy is -9.48 eV. The value obtained for the LUMO energy is 1.26 eV. Its SMILES is C=CCCC=C. Its frontier orbital gap is 10.74 eV.



Formula: C6H10
Source: the Open Molecules 2025 dataset
Level of theory: ωB97M-V/def2-TZVPD

Last column: Mulliken charge in e.
Geometry (Å):
C -0.739 0.142 -1.925  -1.2475
C -0.158 0.396 -0.512  0.4910
C 1.171 0.707 0.597  -0.7027
C 0.032 0.548 1.646  -0.3585
C -0.791 -0.271 0.646  -0.4221
C 0.274 -1.138 0.093  -0.8008
H -1.113 -0.905 -2.011  0.3495
H 0.003 0.291 -2.709  0.3182
H -1.603 0.780 -2.179  0.3054
H 2.083 0.104 0.887  0.2160
H 1.536 1.665 0.309  0.3435
H -0.392 1.525 1.883  0.2911
H 0.281 0.005 2.566  0.2984
H -1.813 -0.617 0.733  0.3812
H 0.242 -1.725 -0.796  0.3001
H 1.008 -1.515 0.821  0.2373

The relative energy (zero: lowest compared OMol25 entry of this formula, charge and spin) is 116.2 kcal/mol. The HOMO energy is -7.60 eV. The value obtained for the LUMO energy is 1.15 eV. Its SMILES is C[C@@]12CC[C@@H]1C2. Its frontier orbital gap is 8.75 eV.



Formula: C6H10
Source: the Open Molecules 2025 dataset
Level of theory: ωB97M-V/def2-TZVPD

Last column: Mulliken charge in e.
Geometry (Å):
C 1.039 1.276 -0.889  -0.9572
C 0.504 0.095 -0.546  0.7340
C 0.740 -1.088 -1.461  -1.5067
C -0.423 -0.146 0.556  0.7814
C -1.570 -0.812 0.389  -0.8513
C -0.231 0.693 1.839  -1.4642
H 0.899 2.123 -0.223  0.2505
H 1.443 1.496 -1.867  0.3216
H 1.701 -1.061 -1.965  0.4167
H 0.631 -2.019 -0.895  0.3826
H -0.078 -1.137 -2.181  0.3261
H -2.187 -1.074 1.239  0.2914
H -1.880 -0.967 -0.638  0.2183
H -0.535 1.743 1.892  0.3130
H -0.860 0.176 2.564  0.3963
H 0.806 0.703 2.187  0.3474

The relative energy (zero: lowest compared OMol25 entry of this formula, charge and spin) is 32.3 kcal/mol. The HOMO energy is -8.63 eV. The value obtained for the LUMO energy is 0.91 eV. Its SMILES is C=C(C)C(=C)C. Its frontier orbital gap is 9.54 eV.



Formula: C6H10
Source: the Open Molecules 2025 dataset
Level of theory: ωB97M-V/def2-TZVPD

Last column: Mulliken charge in e.
Geometry (Å):
C 1.927 -0.847 2.470  -0.7375
C 0.903 -1.016 1.725  -0.1591
C 0.429 -0.164 0.602  -0.1694
C -0.884 -0.055 0.137  0.0814
C -1.193 0.906 -0.975  -0.5518
C -0.845 0.479 -2.450  -0.9560
H 2.700 -0.033 2.469  0.2455
H 2.038 -1.463 3.369  0.2352
H 0.269 -1.874 1.987  0.2399
H 1.216 0.685 0.110  0.1227
H -1.900 -0.741 0.561  0.1788
H -0.378 1.663 -0.688  0.1821
H -2.167 1.355 -0.996  0.4069
H 0.273 0.266 -2.602  0.2329
H -1.069 1.325 -3.063  0.3271
H -1.319 -0.486 -2.655  0.3212

The relative energy (zero: lowest compared OMol25 entry of this formula, charge and spin) is 60.7 kcal/mol. The HOMO energy is -8.63 eV. The value obtained for the LUMO energy is 0.97 eV. Its SMILES is C=C/C=C/CC. Its frontier orbital gap is 9.60 eV.



Formula: C6H10
Source: the Open Molecules 2025 dataset
Level of theory: ωB97M-V/def2-TZVPD

Last column: Mulliken charge in e.
Geometry (Å):
C 3.058 -0.018 -0.236  0.0418
C 1.981 -0.414 0.112  -0.3663
C 0.621 -0.842 0.363  -0.9649
C -0.457 -0.062 -0.384  0.5896
C -1.863 -0.666 -0.146  -1.4671
C -0.358 1.367 0.147  -1.3690
H 3.975 0.345 -0.565  0.4234
H 0.542 -1.882 0.118  0.3588
H 0.354 -0.765 1.385  0.3624
H -0.204 -0.071 -1.481  0.2360
H -2.156 -0.517 0.874  0.3273
H -2.617 -0.131 -0.726  0.3894
H -1.804 -1.726 -0.401  0.3817
H -1.218 1.998 -0.204  0.3378
H -0.405 1.478 1.244  0.3281
H 0.550 1.907 -0.101  0.3911

The relative energy (zero: lowest compared OMol25 entry of this formula, charge and spin) is 37.4 kcal/mol. The HOMO energy is -9.94 eV. The value obtained for the LUMO energy is 1.11 eV. Its SMILES is C#CCC(C)C. Its frontier orbital gap is 11.05 eV.



Formula: C6H10
Source: the Open Molecules 2025 dataset
Level of theory: ωB97M-V/def2-TZVPD

Last column: Mulliken charge in e.
Geometry (Å):
C 2.664 0.774 -0.174  -0.8372
C 1.745 -0.297 0.134  0.4028
C 0.658 -0.795 0.288  -0.6998
C -0.804 -0.706 0.411  0.8362
C -1.427 -1.141 -0.916  -1.2979
C -1.226 0.736 0.761  -1.4720
H 3.552 0.988 0.412  0.3137
H 2.887 0.863 -1.257  0.2408
H 1.856 1.370 0.352  0.2034
H -1.146 -1.376 1.206  0.2015
H -1.105 -0.472 -1.724  0.3199
H -2.518 -1.109 -0.857  0.3577
H -1.109 -2.156 -1.171  0.3466
H -0.938 1.436 -0.035  0.3290
H -2.315 0.800 0.874  0.4051
H -0.773 1.085 1.696  0.3502

The relative energy (zero: lowest compared OMol25 entry of this formula, charge and spin) is 58.6 kcal/mol. The HOMO energy is -8.91 eV. The value obtained for the LUMO energy is 1.00 eV. Its SMILES is CC#CC(C)C. Its frontier orbital gap is 9.91 eV.



Formula: C6H10
Source: the Open Molecules 2025 dataset
Level of theory: ωB97M-V/def2-TZVPD

Last column: Mulliken charge in e.
Geometry (Å):
C 1.580 -0.285 0.892  -1.3550
C 0.549 -0.983 0.033  0.0827
C -0.938 -0.772 0.089  -0.3013
C -1.282 0.688 0.383  -0.7416
C -0.452 1.118 -0.856  -0.6192
C -0.135 -0.348 -1.137  -0.3230
H 1.953 -0.952 1.673  0.3892
H 1.178 0.599 1.393  0.3048
H 2.438 0.039 0.295  0.2645
H 0.791 -2.027 -0.161  0.4306
H -1.609 -1.608 0.211  0.3722
H -2.343 0.910 0.258  0.3021
H -0.965 1.072 1.357  0.2649
H 0.409 1.769 -0.674  0.2436
H -1.067 1.576 -1.633  0.2968
H -0.107 -0.797 -2.122  0.3887

The relative energy (zero: lowest compared OMol25 entry of this formula, charge and spin) is 30.5 kcal/mol. The HOMO energy is -9.53 eV. The value obtained for the LUMO energy is 1.21 eV. Its SMILES is C[C@H]1[C@H]2CC[C@@H]12. Its frontier orbital gap is 10.73 eV.



Formula: C6H10
Source: the Open Molecules 2025 dataset
Level of theory: ωB97M-V/def2-TZVPD

Last column: Mulliken charge in e.
Geometry (Å):
C -1.887 0.757 0.689  -1.1344
C -0.524 0.133 0.601  0.1049
C -0.027 -0.908 1.274  -0.4164
C 1.261 -0.986 0.499  -0.7032
C 0.765 0.310 -0.221  0.4878
C 0.693 0.274 -1.737  -1.4863
H -2.502 0.552 -0.198  0.2587
H -2.412 0.312 1.544  0.3126
H -1.876 1.843 0.833  0.2858
H -0.421 -1.485 2.104  0.4030
H 2.198 -0.915 1.065  0.2649
H 1.325 -1.849 -0.176  0.2459
H 1.371 1.172 0.094  0.3048
H 1.695 0.136 -2.164  0.3713
H 0.060 -0.554 -2.075  0.3478
H 0.281 1.209 -2.132  0.3526

The relative energy (zero: lowest compared OMol25 entry of this formula, charge and spin) is 24.6 kcal/mol. The HOMO energy is -8.97 eV. The value obtained for the LUMO energy is 1.18 eV. Its SMILES is CC1=CC[C@H]1C. Its frontier orbital gap is 10.15 eV.



Formula: C6H10
Source: the Open Molecules 2025 dataset
Level of theory: ωB97M-V/def2-TZVPD

Last column: Mulliken charge in e.
Geometry (Å):
C -0.435 -1.798 1.693  -0.8288
C 0.551 -1.098 0.883  -0.5631
C 0.083 0.000 -0.069  1.0296
C -0.913 -0.616 -0.845  -1.1161
C 0.287 2.162 -1.237  -1.2150
C 0.782 1.119 -0.263  -0.2958
H 0.179 -2.038 0.253  0.2335
H -0.155 -2.806 1.981  0.2800
H -1.043 -1.309 2.456  0.2615
H -0.714 2.458 -0.921  0.3004
H 1.556 -0.871 1.237  0.3724
H -1.610 -1.280 -0.327  0.3174
H -1.320 -0.074 -1.694  0.3003
H 0.207 1.763 -2.250  0.2872
H 0.911 3.053 -1.263  0.3293
H 1.637 1.333 0.366  0.3074

The relative energy (zero: lowest compared OMol25 entry of this formula, charge and spin) is 152.8 kcal/mol. The HOMO energy is -6.72 eV. The value obtained for the LUMO energy is -1.47 eV. Its frontier orbital gap is 5.25 eV.



Formula: C6H10
Source: the Open Molecules 2025 dataset
Level of theory: ωB97M-V/def2-TZVPD

Last column: Mulliken charge in e.
Geometry (Å):
C -2.045 -0.154 0.161  -0.9383
C -0.744 0.127 0.241  0.6347
C -0.125 1.450 0.068  -0.6565
C 1.191 1.403 0.295  -0.3423
C 1.661 0.017 0.659  -0.4880
C 0.386 -0.851 0.530  -0.5451
H -2.425 -1.161 0.320  0.2749
H -2.777 0.620 -0.059  0.2637
H -0.694 2.336 -0.196  0.3720
H 1.864 2.254 0.244  0.3921
H 2.071 -0.001 1.678  0.2585
H 2.465 -0.324 -0.004  0.2819
H 0.186 -1.435 1.434  0.2783
H 0.481 -1.563 -0.298  0.2111
H -0.509 -1.484 -2.795  0.2355
H -0.984 -1.232 -2.279  -0.2324

The relative energy (zero: lowest compared OMol25 entry of this formula, charge and spin) is 34.4 kcal/mol. The HOMO energy is -8.42 eV. The value obtained for the LUMO energy is 1.23 eV. Its SMILES is C=C1C=CCC1.[H][H]. Its frontier orbital gap is 9.64 eV.



Formula: C6H10
Source: the Open Molecules 2025 dataset
Level of theory: ωB97M-V/def2-TZVPD

Last column: Mulliken charge in e.
Geometry (Å):
C -1.213 2.263 -0.324  0.1548
C -0.882 1.107 -0.386  -0.8303
C -0.420 -0.289 -0.399  0.5122
C -1.557 -1.265 -0.051  -1.4445
C 0.778 -0.420 0.560  -0.5818
C 2.003 0.358 0.086  -1.1547
H -1.500 3.289 -0.265  0.4288
H -0.070 -0.515 -1.417  0.2329
H -1.688 -1.340 1.034  0.3205
H -2.508 -0.937 -0.482  0.4028
H -1.333 -2.264 -0.438  0.3504
H 1.022 -1.482 0.681  0.3377
H 0.461 -0.052 1.545  0.3180
H 2.359 -0.024 -0.878  0.3097
H 1.758 1.418 -0.042  0.3059
H 2.825 0.284 0.805  0.3377

The relative energy (zero: lowest compared OMol25 entry of this formula, charge and spin) is 32.6 kcal/mol. The HOMO energy is -9.92 eV. The value obtained for the LUMO energy is 1.18 eV. Its SMILES is C#C[C@H](C)CC. Its frontier orbital gap is 11.10 eV.



Formula: C6H10
Source: the Open Molecules 2025 dataset
Level of theory: ωB97M-V/def2-TZVPD

Last column: Mulliken charge in e.
Geometry (Å):
C 0.032 -1.299 -0.280  -0.1573
C -1.074 -1.083 0.527  -0.8396
C -0.792 1.249 0.799  -0.8977
C -0.101 1.526 -0.354  -0.0391
C 0.877 0.625 -0.845  -0.3720
C 1.334 -0.545 0.018  -0.7837
H -0.073 -0.298 -1.241  0.1872
H 0.085 -2.109 -0.999  0.4709
H -0.938 -1.045 1.598  0.3042
H -2.048 -1.431 0.192  0.2905
H -0.280 0.873 1.674  0.2889
H -1.720 1.776 1.011  0.2942
H -0.515 2.226 -1.077  0.2905
H 1.489 0.920 -1.703  0.4234
H 1.507 -0.358 1.082  0.2678
H 2.218 -1.028 -0.403  0.2717

The relative energy (zero: lowest compared OMol25 entry of this formula, charge and spin) is 92.1 kcal/mol. The HOMO energy is -8.23 eV. The value obtained for the LUMO energy is 1.22 eV. Its frontier orbital gap is 9.46 eV.